{
  "formula": "C8H11N3",
  "method": "wB97M-V/def2-TZVPD",
  "e_homo_ev": [-8.04, -7.66],
  "fmax_ha_per_bohr": 0.112,
  "relative_energy_kcal_mol": 116.0,
  "lumo_energy_ev": [-0.02, 0.25],
  "gap_ev": [8.02, 7.90],
  "mol_weight_g_mol": 149.2,
  "elements": ["N", "N", "N", "C", "C", "C", "C", "C", "C", "C", "C", "H", "H", "H", "H", "H", "H", "H", "H", "H", "H", "H"],
  "xyz": [[-0.9222, 0.8837, -0.2726], [1.9378, -2.1208, 0.7415], [0.4890, -1.2663, -2.3655], [1.4027, 0.3618, 0.4205], [0.8250, -1.2968, -1.2695], [0.3205, 1.1392, -0.4010], [-1.0575, -1.3370, 0.4615], [1.3103, -1.0706, -0.0295], [-2.9416, 0.3355, 0.9401], [0.9336, 2.1268, -1.2656], [-1.5807, -0.1161, 0.4117], [-3.3808, -0.5248, 1.5670], [-3.6399, 0.4264, 0.1128], [1.6582, -2.0853, 1.7064], [1.8334, 2.4840, -0.9189], [2.3437, 0.8787, 0.1343], [-2.7067, 1.3464, 1.2747], [2.0141, -3.0960, 0.2531], [0.1361, 3.0260, -1.4632], [1.1051, 1.7047, -2.2045], [-1.2871, -2.2887, 0.7092], [1.2070, 0.4895, 1.4577]],
  "lowdin_charge": [0.126, 0.071, 0.181, -0.063, -0.315, -0.344, 0.179, -0.315, -0.043, -0.034, -0.427, 0.106, 0.067, 0.073, 0.042, 0.121, 0.075, 0.145, 0.154, 0.066, 0.022, 0.112]
}